No. 1
# C4H8ClNO

An isolated molecule of C4H8ClNO (ωB97M-V with the def2-TZVPD basis set, the Open Molecules 2025 dataset).

Summary:
- E (Ha) = -747.30382
- spin multiplicity = 1
- energy above the lowest of the compared OMol25 structures with the same formula, charge and spin (kJ/mol) = 248.8
- charge = 0
- gap between HOMO and LUMO (eV) = 9.7
- F_max (eV/Å) = 3.865
- HOMO (eV) = -8.91

The geometry in XYZ format:
```
15
Properties=species:S:1:pos:R:3:forces:R:3:nbo_charge:R:1
C 1.3681 0.6538 -0.6140 -2.73 -0.65 1.96 -0.39
C 0.4392 1.7060 -0.0822 -0.17 -0.20 0.08 -0.45
C -0.0854 0.3710 0.3747 3.14 1.02 -2.01 0.39
C -1.2697 -1.6290 -0.1946 -0.22 -0.33 0.11 -0.42
N -1.1118 -0.2027 -0.3721 -0.50 0.47 -0.26 -0.39
O 0.1655 -0.0714 1.6541 0.02 -0.06 0.25 -0.71
Cl -2.6820 0.6067 0.0097 0.38 -0.25 0.06 -0.01
H 1.2646 0.3235 -1.6271 -0.05 -0.03 -0.27 0.22
H 2.2696 0.4243 -0.0805 0.20 0.00 0.14 0.22
H 0.8236 2.3588 0.6919 0.01 0.00 0.06 0.22
H -0.1719 2.2245 -0.8092 -0.07 0.03 0.00 0.23
H -0.3362 -2.0895 -0.5145 0.04 -0.02 -0.03 0.22
H -1.4657 -1.9155 0.8432 -0.02 0.01 -0.07 0.19
H -2.0819 -1.9687 -0.8340 0.04 -0.05 0.03 0.21
H -0.1942 0.5520 2.2958 -0.07 0.06 -0.04 0.48
```
Forces are in eV/Å.

=====

No. 2
# ClH2O2PS2

An isolated molecule of ClH2O2PS2 (ωB97M-V with the def2-TZVPD basis set, the Open Molecules 2025 dataset).

Summary:
- E (Ha) = -1749.65677
- spin multiplicity = 1
- energy above the lowest of the compared OMol25 structures with the same formula, charge and spin (kJ/mol) = 71.4
- charge = 0
- gap between HOMO and LUMO (eV) = 8.0
- F_max (eV/Å) = 3.172
- HOMO (eV) = -9.70

The geometry in XYZ format:
```
8
Properties=species:S:1:pos:R:3:forces:R:3:nbo_charge:R:1
O -0.3186 -0.3888 0.9071 -0.04 -0.08 -0.14 -0.99
O -0.4183 -0.3684 -1.4304 0.28 0.05 0.08 -0.99
P -0.2982 0.7013 -0.2495 0.50 -0.07 -0.14 1.62
S -2.4514 1.3945 -0.1804 0.18 0.18 -0.01 -0.06
S 1.3176 1.9369 -0.2407 -2.87 -1.36 -0.02 -0.49
Cl -3.9315 -0.1403 -0.1750 1.69 0.76 -0.03 -0.14
H 0.1177 -0.1345 1.7193 0.26 0.25 0.29 0.52
H -0.6214 -0.0440 -2.3124 0.01 0.27 -0.03 0.52
```
Forces are in eV/Å.

=====

Look up the charge of the second one. 0

=====

The highest gap between HOMO and LUMO belongs to which entry? C4H8ClNO